Density functional theory data (ωB97M-V/def2-TZVPD) for a structure of composition C94H190F12HgN12O18S4.

- total energy (hartree) = -8650.6803
- max |F| (hartree/bohr) = 0.1414
- HOMO-LUMO gap (eV) = 6.06
- energy above the lowest of the compared OMol25 structures with the same formula, charge and spin (kJ/mol) = 6.7
- spin multiplicity = 1

Positions of all 331 atoms, in Å:
Hg  -3.3285  1.1317  -0.5986
C  -0.3876  -1.9743  0.9518
F  -1.3707  -2.2671  1.7119
F  0.2714  -0.9789  1.5382
F  0.4204  -2.9738  0.7808
S  -1.0624  -1.4056  -0.7768
O  -0.1927  -1.8521  -1.9031
O  -2.4099  -1.8904  -0.8488
N  -1.2640  0.3583  -0.5859
S  0.1684  0.8411  -1.0241
O  1.3628  -0.0363  -0.8362
O  0.0705  1.5085  -2.2857
C  0.4268  2.3573  0.1779
F  0.3338  1.9454  1.4004
F  1.6581  2.8239  -0.0162
F  -0.5860  3.2046  -0.1441
C  -3.2706  5.3055  -1.2605
F  -2.4435  4.9459  -0.2074
F  -4.4549  5.8152  -0.7347
F  -2.6593  6.1888  -2.0688
S  -3.6510  3.6604  -2.1914
O  -4.0760  3.9126  -3.5767
O  -2.4222  2.8820  -2.0404
N  -4.6937  2.7451  -1.1351
S  -6.0820  2.9796  -1.7761
O  -6.5205  4.3891  -1.7718
O  -6.2969  2.1672  -2.9434
C  -7.3138  2.1499  -0.5335
F  -7.1813  0.8132  -0.4849
F  -7.1402  2.6857  0.6819
F  -8.5141  2.4851  -0.9604
C  -6.4132  -2.1859  -4.5586
C  -5.0656  -2.4951  -3.8253
C  -4.2802  -3.4847  -4.7067
C  -3.4899  -2.7911  -5.8909
C  -2.6535  -1.6757  -5.3747
C  -3.4876  -0.5673  -4.6913
N  -4.2364  -1.2479  -3.5908
O  -4.6645  -0.2788  -2.5708
C  -2.3994  0.4923  -4.1960
C  -4.4051  0.2548  -5.7106
C  -5.3027  -3.0879  -2.4048
H  -7.2086  -2.9281  -4.4918
H  -6.2423  -1.9438  -5.6075
H  -6.9633  -1.3970  -4.0457
H  -3.7128  -4.1044  -4.0124
H  -4.8698  -4.2162  -5.2592
H  -4.2302  -2.4573  -6.6180
H  -2.8825  -3.5941  -6.3086
H  -2.1259  -1.3318  -6.2644
H  -1.9222  -1.9785  -4.6254
H  -1.6915  0.0698  -3.4830
H  -1.8540  0.8818  -5.0555
H  -2.9023  1.3674  -3.7842
H  -3.8686  0.7846  -6.4977
H  -5.0879  -0.4005  -6.2515
H  -5.1499  0.9748  -5.3715
H  -6.0656  -2.5628  -1.8299
H  -4.3641  -2.9388  -1.8712
H  -5.5532  -4.1487  -2.4108
H  -5.4607  0.0698  -2.9782
C  5.1671  -4.5495  -1.2768
C  4.3427  -3.3160  -0.9510
C  5.3384  -2.0909  -0.6752
C  5.9133  -1.3580  -1.8665
C  4.7764  -1.0598  -2.8892
C  3.8169  -2.2145  -3.2770
N  3.3996  -2.8737  -2.0017
O  2.4016  -3.7821  -2.3397
C  2.6284  -1.5562  -4.0009
C  4.4670  -3.2278  -4.1793
C  3.5816  -3.4420  0.3897
H  4.5984  -5.2591  -1.8778
H  5.4489  -5.1055  -0.3826
H  6.1089  -4.3871  -1.8008
H  4.8640  -1.2173  -0.2281
H  6.1297  -2.4882  -0.0395
H  6.6309  -2.0876  -2.2419
H  6.5451  -0.4934  -1.6630
H  5.3108  -0.6674  -3.7544
H  4.1360  -0.2400  -2.5635
H  2.0934  -0.9410  -3.2774
H  2.8262  -0.8764  -4.8297
H  1.9179  -2.2785  -4.4026
H  5.5518  -3.2340  -4.0729
H  4.2399  -4.2906  -4.0955
H  4.1609  -3.0937  -5.2168
H  3.0130  -2.5930  0.7694
H  4.3719  -3.6813  1.1011
H  2.7937  -4.1952  0.3898
H  1.7167  -3.5239  -1.7186
C  -3.7779  3.3507  2.1568
C  -4.1561  1.9609  2.9437
C  -5.5593  2.1996  3.5010
C  -6.3049  0.9086  4.0476
C  -6.3333  -0.0062  2.8724
C  -4.9158  -0.4155  2.3716
N  -4.1073  0.7433  2.0215
O  -2.8571  0.4525  1.6654
C  -4.1649  -1.2844  3.4107
C  -5.1426  -1.2160  1.0081
C  -3.2179  1.8540  4.1283
H  -3.8594  4.1882  2.8498
H  -4.4244  3.6172  1.3207
H  -2.7258  3.2483  1.8907
H  -5.5241  2.8958  4.3390
H  -6.1413  2.6119  2.6768
H  -7.3323  1.1563  4.3146
H  -5.8411  0.5503  4.9666
H  -6.8867  0.4724  2.0645
H  -6.9703  -0.8004  3.2617
H  -4.6252  -2.2668  3.5160
H  -3.1160  -1.3607  3.1240
H  -4.1488  -0.9354  4.4432
H  -5.3175  -0.5459  0.1664
H  -4.4811  -2.0735  0.8845
H  -6.1636  -1.5964  0.9797
H  -3.4292  2.6428  4.8503
H  -2.1663  2.0569  3.9258
H  -3.2256  0.8961  4.6483
H  -2.6735  0.1234  2.5483
C  9.9101  2.2032  3.1963
C  8.7311  1.8167  2.3328
C  8.6835  0.2621  2.2470
C  7.2666  -0.3018  1.7387
C  6.1581  0.3107  2.6384
C  6.2331  1.8701  2.5317
N  7.5481  2.3519  2.9699
O  7.5479  3.7546  3.1695
C  5.7733  2.4271  1.1370
C  5.1706  2.3068  3.6190
C  8.9107  2.3378  0.9317
H  9.7042  1.8947  4.2212
H  10.1475  3.2669  3.2158
H  10.8755  1.7310  3.0142
H  9.3587  -0.1237  1.4832
H  8.8246  -0.1552  3.2440
H  7.1344  -1.3714  1.9012
H  7.2135  -0.1351  0.6628
H  6.4512  0.0581  3.6575
H  5.2083  -0.1340  2.3414
H  6.4419  2.4657  0.2770
H  4.9083  1.7953  0.9354
H  5.3299  3.4208  1.2013
H  5.4744  1.9003  4.5836
H  5.0095  3.3826  3.6891
H  4.1889  1.8361  3.5664
H  8.5154  1.7205  0.1250
H  9.9730  2.4714  0.7270
H  8.5870  3.3561  0.7163
H  7.7152  3.8556  4.1094
C  2.9216  7.2684  5.5676
C  1.8077  7.0147  4.5488
C  2.1943  5.6489  3.8673
C  1.0912  4.9646  3.1440
C  -0.1555  4.7736  4.0818
C  -0.6564  6.0969  4.7022
N  0.5254  6.8385  5.2747
O  0.1268  7.9853  5.9488
C  -1.3485  6.9382  3.5766
C  -1.7085  5.7050  5.7765
C  1.7692  8.1134  3.4617
H  3.0991  6.3855  6.1818
H  2.7071  8.2221  6.0499
H  3.9382  7.2929  5.1751
H  3.1090  5.8218  3.3002
H  2.4420  4.8416  4.5566
H  1.4725  4.0019  2.8035
H  0.8457  5.2599  2.1239
H  0.1542  4.1545  4.9237
H  -0.9281  4.2508  3.5180
H  -2.2567  6.4645  3.2039
H  -1.7214  7.9100  3.9001
H  -0.7165  7.1437  2.7127
H  -2.5335  5.0491  5.4985
H  -1.0961  5.2756  6.5694
H  -2.1503  6.6073  6.1992
H  1.1510  8.9498  3.7879
H  1.3432  7.7791  2.5157
H  2.7863  8.4346  3.2369
H  0.4482  7.8587  6.8445
C  -0.3186  -6.6253  -0.1020
C  -0.2327  -7.5822  -1.2674
C  -0.8242  -8.9405  -0.8264
C  -2.3851  -8.9812  -0.8003
C  -2.9517  -8.4810  -2.0984
C  -2.3120  -7.1633  -2.6417
N  -0.8045  -7.2205  -2.5826
O  -0.1892  -6.1057  -3.1768
C  -2.8046  -7.0708  -4.1046
C  -3.0097  -6.0192  -1.9034
C  1.2327  -7.9043  -1.5785
H  -0.2678  -5.6100  -0.4952
H  0.3405  -6.6748  0.7647
H  -1.3020  -6.6194  0.3681
H  -0.4501  -9.7345  -1.4726
H  -0.5162  -9.3188  0.1483
H  -2.8931  -8.3753  -0.0500
H  -2.7237  -9.9727  -0.4996
H  -4.0364  -8.4324  -2.0032
H  -2.7602  -9.2781  -2.8168
H  -2.3308  -7.7240  -4.8374
H  -3.8400  -7.3701  -4.2674
H  -2.6177  -6.0253  -4.3496
H  -2.6664  -5.8735  -0.8792
H  -2.7528  -5.0309  -2.2847
H  -4.0765  -6.0489  -2.1254
H  1.3116  -8.5877  -2.4240
H  1.8010  -8.4166  -0.8022
H  1.8684  -7.0531  -1.8223
H  0.5243  -6.5453  -3.6451
C  1.6720  8.8749  -2.7975
C  1.8708  7.4514  -2.3230
C  0.4774  6.6841  -2.4394
C  0.7622  5.1221  -2.2206
C  1.8169  4.5988  -3.2813
C  3.2015  5.3540  -3.2789
N  2.9229  6.8412  -3.2292
O  4.0789  7.6282  -3.3008
C  4.0636  4.8276  -2.1223
C  3.9637  4.9832  -4.5208
C  2.3161  7.3861  -0.8539
H  1.2019  8.9248  -3.7797
H  2.5829  9.4531  -2.9524
H  1.0611  9.4127  -2.0726
H  -0.1872  7.1068  -1.6860
H  0.0692  6.7542  -3.4477
H  -0.1255  4.5004  -2.3370
H  0.9190  4.9962  -1.1493
H  1.4422  4.6474  -4.3037
H  2.0001  3.5508  -3.0442
H  5.0541  5.2789  -2.0647
H  3.4721  5.1185  -1.2542
H  4.1165  3.7389  -2.1257
H  5.0372  5.1647  -4.4668
H  3.8353  3.9368  -4.7975
H  3.6184  5.4487  -5.4440
H  2.2080  6.4943  -0.2366
H  1.7583  8.1108  -0.2608
H  3.2914  7.7189  -0.4986
H  3.9000  8.1246  -4.1028
C  -1.4585  7.7731  -8.2771
C  -2.2784  6.4958  -8.1739
C  -2.2354  5.6735  -9.5285
C  -0.8618  5.0148  -9.7571
C  -0.4941  4.0054  -8.6391
C  -0.6778  4.7603  -7.2604
N  -1.9559  5.4777  -7.1209
O  -2.4394  5.8652  -5.8596
C  -0.7316  3.5690  -6.2780
C  0.5302  5.7047  -7.0320
C  -3.8146  6.8902  -8.1028
H  -2.1054  8.4521  -8.8326
H  -0.5536  7.7738  -8.8848
H  -1.2419  8.1171  -7.2657
H  -3.0064  4.9255  -9.7137
H  -2.3304  6.3996  -10.3359
H  -0.0205  5.7067  -9.7980
H  -0.8664  4.5554  -10.7456
H  0.5745  3.8136  -8.7361
H  -1.1589  3.1521  -8.7732
H  0.1447  2.9213  -6.2525
H  -0.6550  3.9610  -5.2638
H  -1.5445  2.8465  -6.3505
H  0.3281  6.1567  -6.0609
H  1.4398  5.1173  -6.9067
H  0.6820  6.3933  -7.8632
H  -4.0127  7.4464  -7.1865
H  -4.4097  5.9776  -8.1365
H  -4.1179  7.3855  -9.0252
H  -3.3077  5.4559  -5.8580
C  -2.5675  -6.3872  6.2041
C  -3.1401  -7.6449  5.4813
C  -3.9290  -7.2555  4.1736
C  -3.0465  -7.0639  2.9596
C  -2.2194  -8.3887  2.7774
C  -1.3672  -8.8810  3.9710
N  -2.1687  -8.7887  5.2262
O  -1.3994  -9.0719  6.3837
C  -0.9989  -10.4226  3.5814
C  -0.0918  -7.9407  3.9975
C  -4.2049  -8.2184  6.3429
H  -3.3212  -5.6283  5.9937
H  -1.6111  -6.0818  5.7797
H  -2.4036  -6.3902  7.2817
H  -4.6230  -8.0244  3.8341
H  -4.5376  -6.3532  4.2322
H  -2.3409  -6.2893  3.2599
H  -3.6671  -6.7222  2.1312
H  -1.5401  -8.0909  1.9786
H  -2.9672  -9.0806  2.3898
H  -1.8594  -10.9597  3.1824
H  -0.2173  -10.3946  2.8223
H  -0.6064  -10.9705  4.4381
H  0.5572  -8.0536  4.8659
H  0.4401  -8.0733  3.0554
H  -0.4235  -6.9090  4.1138
H  -4.4862  -9.1468  5.8457
H  -5.1374  -7.6554  6.3823
H  -3.7627  -8.4019  7.3221
H  -1.8659  -9.8779  6.6166
C  4.0413  -0.8484  5.1966
C  2.7025  -1.6644  5.1466
C  2.6045  -2.3488  3.7808
C  1.5607  -3.4577  3.6884
C  1.6852  -4.4468  4.8553
C  1.7131  -3.7325  6.3233
N  2.6966  -2.6412  6.2293
O  2.8258  -2.0486  7.5213
C  0.2375  -3.3569  6.7179
C  2.2369  -4.8507  7.2626
C  1.5191  -0.6670  5.2191
H  4.8588  -1.5665  5.2605
H  4.0023  -0.3027  6.1393
H  4.2215  -0.1577  4.3729
H  2.2344  -1.5971  3.0836
H  3.5928  -2.7189  3.5080
H  1.6696  -4.0177  2.7596
H  0.6478  -2.8621  3.6898
H  2.6572  -4.9209  4.7191
H  0.8201  -5.1094  4.8808
H  -0.4521  -4.1921  6.8400
H  0.1658  -2.8355  7.6724
H  -0.2193  -2.7474  5.9382
H  1.8816  -4.6879  8.2802
H  1.8866  -5.8364  6.9562
H  3.3196  -4.8666  7.3881
H  0.5275  -1.0211  4.9370
H  1.7403  0.2428  4.6610
H  1.4008  -0.3195  6.2454
H  3.6993  -2.4142  7.6788

These are the Mulliken partial charges, in e, on atoms 1 to 2:
1 Hg 3.799
2 C -0.471